Record 1
Formula: C43H55InNO5PS6Si
Source: the OMol25 dataset
Level of theory: wB97M-V/def2-TZVPD

Geometry as ORCA input:
```
! wB97M-V def2-TZVPD RIJCOSX def2/J DEFGRID3
* xyz 0 1
In -0.02 1.01 -0.02
O 0.67 -0.86 1.83
C 0.79 -2.10 2.52
C 2.27 -2.36 2.64
C 2.84 -3.49 3.23
C 4.21 -3.61 3.27
C 5.02 -2.61 2.72
C 4.44 -1.49 2.14
C 3.06 -1.36 2.12
P 2.06 0.08 1.51
C 2.10 1.23 2.90
C 2.46 2.57 2.79
C 2.41 3.42 3.88
C 2.00 2.93 5.12
C 1.64 1.60 5.25
C 1.69 0.76 4.15
C 3.40 0.70 0.35
C 3.33 0.29 -0.97
C 4.30 0.64 -1.89
C 5.37 1.43 -1.50
C 5.47 1.84 -0.18
C 4.51 1.45 0.75
H 2.21 -4.26 3.65
H 4.67 -4.48 3.71
H 6.09 -2.72 2.74
H 5.08 -0.74 1.71
H 2.77 2.96 1.83
H 2.69 4.46 3.77
H 1.96 3.59 5.97
H 1.31 1.21 6.20
H 1.40 -0.28 4.27
H 2.48 -0.31 -1.27
H 4.23 0.30 -2.92
H 6.12 1.73 -2.22
H 6.30 2.45 0.14
H 4.63 1.75 1.78
O 0.64 -0.22 -2.77
C 0.33 0.58 -3.91
C 1.37 1.66 -4.15
C 1.54 2.60 -2.95
C 0.24 3.30 -2.67
C -0.12 4.42 -3.40
C -1.37 4.99 -3.20
C -2.22 4.41 -2.28
C -1.78 3.31 -1.57
N -0.57 2.76 -1.75
H 1.49 -0.64 -2.93
H -0.65 1.01 -3.70
H 0.23 -0.06 -4.80
H 1.06 2.24 -5.02
H 2.33 1.21 -4.39
H 2.32 3.33 -3.15
H 1.85 2.04 -2.06
H 0.58 4.85 -4.10
H -1.66 5.87 -3.75
H -3.21 4.81 -2.08
H -2.40 2.86 -0.80
C -0.01 -3.22 1.87
C 0.07 -3.42 0.35
C 1.49 -3.50 -0.20
C -0.68 -4.71 0.01
O -0.53 -2.30 -0.31
Si -2.12 -1.90 -0.46
S -2.21 0.17 -0.77
O -2.85 -2.39 0.92
C -4.23 -2.49 1.30
C -4.28 -2.12 2.77
C -5.11 -1.55 0.48
C -4.65 -3.94 1.08
O -2.87 -2.77 -1.63
C -2.87 -2.78 -3.07
C -3.67 -4.02 -3.45
C -3.55 -1.53 -3.60
C -1.44 -2.89 -3.58
H 0.30 -4.15 2.35
H -1.06 -3.08 2.11
H 0.38 -1.96 3.52
H 2.08 -4.24 0.35
H 1.99 -2.54 -0.12
H 1.46 -3.78 -1.25
H -0.14 -5.57 0.41
H -0.75 -4.83 -1.07
H -1.69 -4.70 0.42
H -3.96 -1.08 2.91
H -3.62 -2.77 3.35
H -5.30 -2.22 3.16
H -4.77 -0.52 0.59
H -6.14 -1.62 0.84
H -5.09 -1.82 -0.58
H -4.03 -4.60 1.68
H -4.53 -4.20 0.03
H -5.69 -4.09 1.37
H -4.69 -3.94 -3.06
H -3.21 -4.91 -3.03
H -3.72 -4.13 -4.54
H -4.55 -1.43 -3.19
H -3.62 -1.58 -4.69
H -2.98 -0.63 -3.33
H -0.98 -3.81 -3.23
H -0.84 -2.04 -3.24
H -1.44 -2.90 -4.67
C -2.54 5.71 2.89
S -2.63 5.82 1.09
C -0.96 5.54 0.66
C -0.25 4.42 0.86
S -0.79 2.95 1.63
S 1.38 4.49 0.21
C 1.28 6.01 -0.61
S 2.47 6.60 -1.57
S -0.19 6.83 -0.24
H -3.50 6.06 3.26
H -1.75 6.35 3.28
H -2.37 4.68 3.21
*
```

Output
HOMO in eV: -7.24
Energy above the lowest of the compared OMol25 structures with the same formula, charge and spin in kcal per mole: 0.0
Gap between HOMO and LUMO in Ha: 0.2597
Molecular weight in g mol⁻¹: 1032.195
Energy in eV: -144570.358

=====

Record 2
Formula: C43H56AsBrN3O7PtSi
Source: the OMol25 dataset
Level of theory: wB97M-V/def2-TZVPD

Geometry as ORCA input:
```
! wB97M-V def2-TZVPD RIJCOSX def2/J DEFGRID3
* xyz -1 1
Pt 0.80 1.92 -0.68
O -1.18 4.14 -3.44
C -0.29 3.56 -2.85
O -0.53 2.96 -1.71
C 1.11 3.57 -3.42
C 1.42 4.61 -4.25
C 2.67 4.67 -4.86
C 3.60 3.66 -4.69
C 3.27 2.58 -3.90
C 2.02 2.49 -3.21
O 1.74 1.50 -2.45
N 4.29 1.55 -3.76
O 5.45 1.88 -3.92
O 3.95 0.43 -3.41
N 3.00 5.79 -5.72
O 4.08 5.79 -6.29
O 2.19 6.70 -5.83
H 0.68 5.38 -4.42
H 4.56 3.71 -5.17
C -3.46 -4.78 -0.84
C -2.52 -3.61 -0.51
C -1.20 -4.19 0.02
C -3.12 -2.82 0.67
Si -2.20 -2.49 -2.04
Br -1.26 -0.63 -1.21
C -3.82 -1.92 -2.91
C -4.90 -1.57 -1.88
C -3.61 -0.65 -3.75
C -4.38 -3.02 -3.83
C -0.88 -3.22 -3.24
C -0.83 -2.40 -4.54
C 0.53 -3.16 -2.65
C -1.20 -4.67 -3.61
H -3.54 -5.43 0.04
H -3.10 -5.38 -1.67
H -4.47 -4.44 -1.08
H -1.40 -4.74 0.95
H -0.48 -3.40 0.25
H -0.74 -4.89 -0.68
H -3.28 -3.50 1.50
H -4.07 -2.34 0.44
H -2.43 -2.04 1.01
H -4.55 -0.81 -1.18
H -5.23 -2.44 -1.31
H -5.77 -1.17 -2.40
H -3.25 0.18 -3.14
H -4.57 -0.35 -4.18
H -2.91 -0.78 -4.57
H -4.57 -3.96 -3.31
H -3.71 -3.24 -4.67
H -5.33 -2.68 -4.26
H -0.63 -1.34 -4.34
H -1.73 -2.48 -5.13
H 0.00 -2.77 -5.15
H 0.86 -2.13 -2.47
H 1.23 -3.61 -3.36
H 0.63 -3.71 -1.71
H -2.20 -4.79 -4.04
H -1.12 -5.34 -2.75
H -0.48 -5.02 -4.36
C 6.86 1.91 2.75
C 5.42 1.50 2.60
C 4.47 1.84 3.55
C 3.13 1.50 3.40
C 2.21 1.90 4.52
C 2.72 0.79 2.27
As 0.86 0.41 1.69
N 0.30 2.10 1.22
C -0.08 3.23 1.93
C -0.49 3.21 3.27
C -0.88 4.37 3.91
C -0.90 5.59 3.25
C -0.52 5.62 1.91
C -0.11 4.47 1.26
C -0.23 -0.30 3.17
C -1.61 -0.08 3.18
C -2.36 0.77 2.18
C -2.38 -0.69 4.18
C -1.84 -1.54 5.12
C -2.69 -2.18 6.18
C -0.48 -1.83 5.02
C 0.33 -1.25 4.06
C 1.76 -1.70 3.97
C 3.68 0.39 1.32
C 3.37 -0.44 0.09
C 5.01 0.76 1.50
H 7.07 2.28 3.76
H 7.11 2.71 2.05
H 7.53 1.08 2.55
H 4.77 2.40 4.43
H 2.70 1.73 5.49
H 1.28 1.34 4.52
H 1.96 2.96 4.46
H -0.52 2.28 3.80
H -1.19 4.31 4.95
H -1.21 6.49 3.76
H -0.53 6.55 1.36
H 0.17 4.50 0.22
H -1.82 0.93 1.26
H -2.58 1.75 2.60
H -3.31 0.28 1.94
H -3.45 -0.49 4.19
H -3.73 -1.90 6.07
H -2.35 -1.89 7.18
H -2.63 -3.27 6.13
H -0.04 -2.55 5.71
H 1.89 -2.61 4.57
H 2.46 -0.95 4.34
H 2.06 -1.94 2.95
H 2.79 -1.33 0.34
H 4.30 -0.75 -0.38
H 2.80 0.10 -0.67
H 5.74 0.46 0.76
*
```

Output
HOMO (alpha / beta) in eV: -4.80 / -4.80
Gap between HOMO and LUMO (alpha / beta) in Ha: 0.2430 / 0.2430
Molecular weight in g mol⁻¹: 1104.925
Energy in eV: -206307.476